Record 1
DFT (ωB97M-V/def2-TZVPD) results for C4H6N2O2 as an isolated structure at a distorted geometry.

Each line ends with the natural charge from an NBO analysis.
Cartesian coordinates (Å):
O1 1.1784 0.5322 -1.7571  -0.666
O2 -1.0629 0.4141 2.1163  -0.620
N1 1.4335 0.6076 0.8926  -0.724
N2 0.1988 0.5327 0.1894  -0.266
C1 -0.9675 -0.9335 -1.1760  -0.317
C2 -1.6287 -0.6817 0.0267  -0.347
C3 -0.9575 0.2810 0.8042  0.425
C4 0.2047 -0.2214 -0.9396  0.328
H1 -2.5536 -1.0342 0.2323  0.216
H2 1.1547 -0.4774 -2.3273  0.468
H3 2.3879 1.3817 0.5797  0.399
H4 -0.9316 -1.6672 -2.0217  0.240
H5 2.0810 -0.3212 1.1276  0.387
H6 -0.5372 1.5872 2.2529  0.478

Computed properties:
HOMO-LUMO gap: 7.44 eV
Energy relative to the best compared isomer or geometry (same formula, charge and spin): 8.245 eV
HOMO level: -7.4 eV


Record 2
DFT (ωB97M-V/def2-TZVPD) results for C24H31BrCl2CoN7O2S as an isolated structure at a distorted geometry.

Each line ends with the Löwdin spin population.
Cartesian coordinates (Å):
Br1 -3.3086 2.2858 -0.6841  0.070
Co1 0.3203 0.2332 0.0045  1.918
Cl1 -3.1642 -0.2375 -0.4066  0.047
Cl2 -1.4379 2.3556 -4.7450  0.001
S1 2.6844 0.1173 0.3237  0.013
O1 -3.3053 -1.0823 2.5847  0.026
O2 -1.6295 -0.0502 -0.2041  0.040
N1 0.2871 -2.1229 0.1953  0.012
N2 0.3945 0.6606 2.2214  0.015
N3 0.2526 -4.0748 -0.7407  0.001
N4 0.2903 0.4074 -2.3133  0.014
N5 0.7054 2.4195 0.0820  0.014
N6 0.7767 -2.9105 -0.7901  0.000
N7 -0.6308 -4.0712 0.2761  0.000
C1 -2.6178 -0.0627 -4.4984  0.006
C2 -3.0404 -1.0793 -1.7060  -0.016
C3 -7.1419 -1.6650 -0.4754  -0.018
C4 -5.8770 0.6744 -0.8751  0.572
C5 -0.5837 0.5173 -3.0759  0.007
C6 0.6924 2.0627 2.5302  0.002
C7 1.3285 -0.2935 2.8040  0.000
C8 3.1294 1.8897 0.3033  -0.003
C9 -3.1348 -1.2665 -4.1079  0.004
C10 -0.5775 -2.8599 0.8463  0.001
C11 2.7051 -0.2774 2.1072  -0.002
C12 0.2921 2.9750 1.3625  0.002
C13 -3.1906 -5.3523 -0.7589  0.000
C14 -2.7102 -5.4301 0.6843  0.000
C15 -1.6051 0.7525 -3.9810  0.005
C16 -5.7586 -1.5868 -0.4116  0.029
C17 -1.1889 -5.3254 0.7721  0.000
C18 -3.4158 -4.3925 1.5490  0.002
C19 -2.9993 -1.8453 -2.7747  0.012
C20 -7.2498 0.6887 -0.9616  0.084
C21 -3.3939 -0.8625 1.4552  0.048
C22 -5.0978 -0.3601 -0.6005  0.041
C23 -7.9017 -0.5241 -0.7503  0.027
C24 2.0473 2.7483 -0.3681  0.002
H1 -8.9833 -0.5829 -0.8020  0.006
H2 1.4922 -0.1132 3.8783  0.000
H3 3.1450 -1.2722 2.1764  0.000
H4 1.7607 2.1547 2.7315  0.000
H5 -7.6225 -2.6222 -0.3092  -0.001
H6 -4.4827 -4.6094 1.6143  0.000
H7 2.2894 3.8056 -0.1797  0.001
H8 -0.8624 -5.4531 1.8060  0.000
H9 4.0631 1.9846 -0.2508  0.000
H10 0.1675 2.3907 3.4345  0.001
H11 -5.1923 -2.4889 -0.1915  0.003
H12 -2.7266 -6.1196 -1.3815  0.000
H13 -1.1674 -2.5502 1.6921  0.000
H14 -0.7212 -6.1009 0.1674  0.000
H15 -3.7227 -1.8260 -4.8250  0.000
H16 0.7287 3.9708 1.5329  0.001
H17 -7.7994 1.5996 -1.1715  0.010
H18 -3.0279 0.3425 -5.4213  0.000
H19 -2.9498 -4.3778 -1.1849  0.000
H20 -2.9295 -2.9254 -2.6724  0.000
H21 3.3946 0.4147 2.5927  0.000
H22 -3.0163 -4.3657 2.5661  0.000
H23 -3.3177 -3.3927 1.1222  0.002
H24 -4.2731 -5.4760 -0.8112  0.000
H25 0.8899 -1.2843 2.6974  0.000
H26 2.0737 2.5686 -1.4428  0.000
H27 -0.5396 0.4477 2.5537  0.000
H28 -2.9416 -6.4254 1.0810  0.000
H29 0.0334 2.6988 -0.6260  0.001
H30 -0.7950 3.0689 1.3349  0.001
H31 3.3162 2.2121 1.3272  0.000

Computed properties:
2S+1: 4
HOMO-LUMO gap (alpha / beta): 4.70 / 4.84 eV
Energy relative to the best compared isomer or geometry (same formula, charge and spin): 16.073 eV
HOMO level (alpha / beta): -2.6 / -2.7 eV
Total charge: -1